Record 1
Formula: C24H41BBr3IN3O3
Source: OMol25
Level of theory: ωB97M-V with the def2-TZVPD basis set

As for the total charge: +1. The value obtained for the orbital gap is 6.708 eV. The max |F| comes out at 6.96 eV/A.

The geometry in XYZ format:
```
76
Properties=species:S:1:pos:R:3:lowdin_charge:R:1
C -3.79 5.13 2.53 0.14
C -3.60 3.84 2.27 0.00
C -2.92 2.38 2.20 -0.03
N -3.39 1.22 2.96 -0.09
O -4.43 1.18 3.80 0.08
C -2.49 0.06 2.67 0.12
B -2.57 -1.45 3.30 -0.49
O -2.64 -1.53 4.77 -0.02
N -2.55 -2.74 2.53 -0.38
C -1.16 -3.33 2.43 -0.13
C -3.19 -2.54 1.19 -0.08
C -1.46 0.70 1.66 -0.02
C -0.23 -0.17 1.09 -0.10
C 0.88 -0.34 2.27 -0.17
C 1.53 1.12 2.54 -0.19
C 3.14 1.18 2.22 -0.19
C 3.48 0.87 0.67 -0.21
C 3.79 -0.71 0.41 -0.21
C 4.69 -0.99 -0.91 -0.20
C 4.15 -0.05 -2.11 -0.22
C 2.56 -0.30 -2.44 -0.20
C 2.41 -0.05 -4.05 -0.22
C 0.95 0.48 -4.50 -0.22
C 0.96 0.60 -6.13 -0.22
C -0.51 0.33 -6.79 -0.25
C -1.05 1.76 -7.36 -0.14
N -1.72 2.12 1.38 0.03
C -1.01 3.13 0.54 -0.13
C -0.55 2.61 -0.91 -0.69
O -1.10 1.68 -1.58 -0.04
I 1.23 3.62 -1.75 0.87
H -3.83 6.28 2.68 0.10
H -4.19 1.51 4.70 0.17
H -2.57 -0.62 5.16 0.11
H -0.78 -3.34 1.34 0.11
H -0.47 -2.71 3.14 0.10
H -1.08 -4.42 2.81 0.08
H -3.17 -3.51 0.56 0.12
H -2.66 -1.72 0.57 0.08
H -4.29 -2.21 1.39 0.12
H 0.31 0.29 0.19 0.10
H -0.57 -1.23 0.76 0.11
H 1.64 -1.17 2.04 0.11
H 0.33 -0.64 3.26 0.11
H 1.38 1.38 3.65 0.11
H 1.06 1.94 1.89 0.08
H 3.65 0.49 2.98 0.11
H 3.44 2.29 2.45 0.12
H 4.43 1.50 0.40 0.12
H 2.59 1.25 0.03 0.06
H 2.75 -1.20 0.21 0.09
H 4.26 -1.15 1.37 0.12
H 5.80 -0.83 -0.66 0.11
H 4.49 -2.09 -1.24 0.12
H 4.72 -0.35 -3.07 0.11
H 4.37 1.08 -1.95 0.11
H 1.87 0.42 -1.85 0.05
H 2.28 -1.41 -2.22 0.12
H 3.17 0.79 -4.32 0.12
H 2.66 -1.01 -4.65 0.12
H 0.08 -0.20 -4.16 0.11
H 0.81 1.53 -4.05 0.05
H 1.27 1.69 -6.36 0.10
H 1.78 -0.09 -6.55 0.11
H -1.23 -0.08 -5.98 0.10
H -0.36 -0.44 -7.65 0.11
H -0.18 2.22 -7.96 0.08
H -1.24 2.44 -6.44 0.08
H -2.00 1.59 -8.00 0.08
H -1.70 4.06 0.36 0.15
H -0.08 3.56 1.09 0.12
C -3.61 -5.04 5.96 -1.55
Br -5.51 -5.36 6.22 0.55
Br -2.57 -6.68 6.08 0.55
Br -3.26 -4.08 4.30 0.90
H -3.28 -4.39 6.78 -0.02
```

***

Record 2
Formula: C3H15NO3
Source: OMol25
Level of theory: ωB97M-V with the def2-TZVPD basis set

As for the multiplicity: 2. As for the total charge: -1. The value obtained for the orbital gap (alpha / beta) is 2.118 / 9.608 eV. The max |F| comes out at 2.13 eV/A. For the energy above the lowest of the compared OMol25 structures with the same formula, charge and spin, the calculation gives 0.734 eV.

The geometry in XYZ format:
```
22
Properties=species:S:1:pos:R:3:lowdin_charge:R:1
C -1.24 -0.63 -0.46 -0.32
C -1.64 -2.11 -0.50 -0.29
C -2.30 -2.65 -1.78 -0.13
N -0.81 -0.12 -1.81 -0.02
H -0.38 -0.37 0.15 0.07
H -2.06 0.02 -0.13 0.09
H -2.24 -2.35 0.41 0.10
H -0.75 -2.69 -0.24 0.08
H -1.56 -2.64 -2.58 0.06
H -3.21 -2.11 -1.97 0.06
H -2.62 -3.68 -1.69 0.06
H -1.62 -0.13 -2.40 0.04
H -0.03 -0.70 -2.08 0.05
H 2.77 2.22 0.82 0.00
H 1.53 2.86 1.46 -0.04
O 2.01 2.78 0.62 -0.19
H 2.59 -1.10 0.85 0.01
H 1.88 -1.05 -0.54 -0.01
O 2.72 -1.01 -0.10 -0.09
H 0.70 3.18 4.14 -0.05
H -0.36 3.43 3.07 -0.05
O 0.50 3.00 3.20 -0.41
```

***

Record 3
Formula: C2H5N3O
Source: OMol25
Level of theory: ωB97M-V with the def2-TZVPD basis set

As for the total charge: +2. The value obtained for the orbital gap is 9.394 eV. As for the structure (SMILES): C1=[NH+]C=[NH+]ON1. The max |F| comes out at 4.37 eV/A. For the energy above the lowest of the compared OMol25 structures with the same formula, charge and spin, the calculation gives 1.337 eV.

The geometry in XYZ format:
```
11
Properties=species:S:1:pos:R:3:lowdin_charge:R:1
C -0.64 -1.11 0.08 0.12
C -0.35 1.29 0.08 0.14
N 0.64 -1.28 0.15 0.23
N -1.23 0.18 -0.06 0.20
N 0.95 1.09 0.12 0.18
O 1.57 -0.16 0.02 0.09
H -1.13 -2.05 -0.14 0.20
H -0.57 2.32 0.28 0.19
H 1.16 -2.08 -0.07 0.20
H -2.20 0.16 -0.34 0.19
H 1.80 1.65 -0.12 0.25
```

***

Record 4
Formula: C3H4IN
Source: OMol25
Level of theory: ωB97M-V with the def2-TZVPD basis set

As for the multiplicity: 3. The value obtained for the orbital gap (alpha / beta) is 6.548 / 6.754 eV. The max |F| comes out at 7.12 eV/A. For the energy above the lowest of the compared OMol25 structures with the same formula, charge and spin, the calculation gives 0.448 eV.

The geometry in XYZ format:
```
9
Properties=species:S:1:pos:R:3:lowdin_charge:R:1
C 1.06 -1.30 0.47 0.05
C -0.06 -0.70 0.10 -0.21
C -0.84 1.40 -0.45 -0.83
N -0.01 0.69 0.24 -0.07
I -0.84 3.44 -0.25 0.81
H 1.06 -2.36 0.42 0.05
H 1.94 -0.77 0.84 0.09
H -0.88 -1.27 -0.26 0.10
H -1.44 0.87 -1.12 0.01
```